11 unconnected molecules or ions with the total composition C66H154, computed with ωB97M-V with the def2-TZVPD basis set.

Structure (XYZ):
```
220
C66H154 (ωB97M-V with the def2-TZVPD basis set)
C -28.5190 -21.7630 4.8532
C -27.2891 -21.9291 5.7425
C -27.4751 -21.4013 7.1454
C -26.2836 -21.7074 8.0198
C -26.4152 -21.2833 9.5171
C -25.1747 -21.7078 10.2763
H -28.3455 -22.3248 3.9273
H -28.6388 -20.6859 4.6877
H -29.3696 -22.2070 5.3955
H -27.0400 -23.0086 5.7613
H -26.4467 -21.3761 5.2952
H -28.4381 -21.7664 7.5664
H -27.4913 -20.3279 7.0490
H -26.0853 -22.8049 7.9991
H -25.4092 -21.2276 7.6413
H -26.4859 -20.2005 9.4772
H -27.3367 -21.6377 9.9906
H -24.2467 -21.4168 9.8063
H -25.1160 -21.3734 11.3118
H -25.1800 -22.7968 10.3578
C -19.6711 -16.7383 10.4078
C -19.7571 -18.0947 9.7567
C -21.0466 -18.2377 8.9354
C -21.1163 -19.5195 8.1256
C -22.3401 -19.5967 7.2578
C -22.3969 -20.8033 6.2871
H -20.5254 -16.4706 11.0395
H -19.7168 -15.9844 9.6213
H -18.7502 -16.5780 10.9655
H -18.8659 -18.2766 9.1300
H -19.6638 -18.8683 10.5228
H -21.1749 -17.4283 8.2394
H -21.8887 -18.1615 9.6422
H -20.2648 -19.5652 7.4472
H -21.0346 -20.4276 8.7258
H -23.1505 -19.6453 7.9876
H -22.5400 -18.6815 6.6734
H -21.9687 -20.4941 5.3225
H -21.9162 -21.7122 6.6718
H -23.4393 -21.0170 6.0387
C -26.5879 -22.5291 1.6422
C -27.2034 -23.8837 1.2329
C -26.2271 -25.0694 1.0118
C -27.0428 -26.3525 0.7022
C -26.2451 -27.6648 0.6173
C -25.3750 -27.9389 1.8313
H -27.3407 -21.7516 1.3929
H -25.6785 -22.2735 1.0763
H -26.3412 -22.5233 2.7319
H -27.8643 -24.2590 2.0364
H -27.8577 -23.7333 0.3975
H -25.5741 -25.1965 1.8885
H -25.5882 -24.8650 0.1550
H -27.8314 -26.5244 1.4777
H -27.6176 -26.2929 -0.1829
H -26.9481 -28.5047 0.4320
H -25.6592 -27.6215 -0.2831
H -24.8678 -28.8807 1.7039
H -24.5813 -27.1961 1.9364
H -25.9776 -27.9001 2.7622
C -20.3101 -18.4071 0.6504
C -18.9058 -17.8091 0.8758
C -18.7618 -16.3331 0.3952
C -19.6046 -15.3845 1.2161
C -19.8482 -13.9573 0.6715
C -20.6289 -13.1224 1.7477
H -20.4327 -18.4301 -0.4143
H -21.0823 -17.7691 1.0637
H -20.4196 -19.4039 1.1217
H -18.5995 -17.9108 1.9137
H -18.2330 -18.4507 0.3215
H -19.0580 -16.1922 -0.6486
H -17.7225 -16.0698 0.4479
H -20.6224 -15.8210 1.2287
H -19.3100 -15.3417 2.2527
H -18.9094 -13.4520 0.4670
H -20.3811 -14.0914 -0.2912
H -21.6761 -13.4890 1.9656
H -20.0462 -13.1408 2.6675
H -20.7338 -12.0963 1.4801
C -22.6729 -25.7037 7.7141
C -23.4504 -24.4211 7.7372
C -24.0734 -24.1439 6.3663
C -23.1467 -24.0461 5.1955
C -23.7608 -23.4300 3.9478
C -22.8411 -23.4899 2.7155
H -22.1401 -25.8654 8.6390
H -22.0122 -25.7488 6.8609
H -23.3212 -26.6121 7.5524
H -24.1443 -24.3348 8.5741
H -22.7916 -23.6026 7.9621
H -24.6023 -23.1745 6.4503
H -24.8572 -24.8779 6.1856
H -22.3273 -23.4052 5.4557
H -22.7115 -25.0422 5.0029
H -24.7047 -23.9517 3.7850
H -24.0829 -22.4206 4.1871
H -23.4172 -23.3202 1.8100
H -22.1086 -22.7219 2.8203
H -22.4015 -24.4633 2.5751
C -26.4659 -19.5340 -0.6996
C -27.2363 -18.8915 0.4511
C -27.1079 -17.3574 0.5058
C -27.8732 -16.6639 1.6653
C -27.5846 -15.1442 1.8819
C -28.4568 -14.5581 2.9590
H -26.2729 -20.6141 -0.6821
H -25.4663 -19.0845 -0.7649
H -26.9608 -19.3256 -1.6421
H -28.2794 -19.2449 0.3837
H -26.8378 -19.3448 1.3689
H -27.4918 -16.9223 -0.4583
H -26.0216 -17.1330 0.5604
H -28.9319 -16.8116 1.5226
H -27.5704 -17.1577 2.6044
H -26.5266 -15.0602 2.1198
H -27.7622 -14.6728 0.8879
H -28.3602 -13.4824 3.1252
H -29.5249 -14.6503 2.8024
H -28.2718 -15.0176 3.9603
C -20.5716 -17.6446 4.4320
C -21.1840 -16.2693 4.3529
C -21.9914 -15.9198 5.5975
C -22.6993 -14.5315 5.5128
C -23.3292 -13.9841 6.7384
C -24.2861 -14.9239 7.4035
H -21.3372 -18.4589 4.3305
H -20.0533 -17.8391 5.3906
H -19.8858 -17.6115 3.5868
H -20.3876 -15.5454 4.1542
H -21.8143 -16.1657 3.4266
H -21.2536 -15.8361 6.3639
H -22.7068 -16.6887 5.8452
H -22.0230 -13.7933 5.0792
H -23.4586 -14.6416 4.7492
H -22.4878 -13.6533 7.3333
H -23.9161 -13.1112 6.4799
H -24.6370 -14.4890 8.3593
H -25.1339 -15.1485 6.7366
H -23.8540 -15.8983 7.6336
C -28.5232 -15.1726 7.3834
C -28.7451 -14.9014 8.8781
C -28.7652 -13.4397 9.2255
C -29.8404 -12.6100 8.4787
C -31.2505 -13.0943 8.8920
C -32.4303 -12.2447 8.5228
H -28.4775 -16.2501 7.1779
H -27.5874 -14.6865 7.0518
H -29.2882 -14.7073 6.7598
H -29.6414 -15.4210 9.2151
H -27.9412 -15.3487 9.4756
H -27.6996 -13.1410 9.1815
H -28.9509 -13.3658 10.3026
H -29.8322 -11.5265 8.7003
H -29.6624 -12.6646 7.3906
H -31.4557 -14.0655 8.4362
H -31.1761 -13.2663 9.9827
H -33.4006 -12.7364 8.7680
H -32.4071 -11.2963 9.0485
H -32.4503 -12.0351 7.4532
C -22.4314 -18.9640 -2.6541
C -22.5866 -17.6102 -3.3893
C -23.5671 -16.6533 -2.7428
C -23.2061 -16.2333 -1.3182
C -24.2200 -15.2484 -0.7027
C -23.8291 -14.9838 0.7651
H -21.7675 -18.8536 -1.7982
H -21.9985 -19.6788 -3.3623
H -23.3997 -19.3309 -2.2858
H -21.5824 -17.1957 -3.5279
H -22.9232 -17.7510 -4.4240
H -24.5325 -17.1527 -2.7876
H -23.6803 -15.8586 -3.4701
H -23.2106 -17.1037 -0.6714
H -22.2211 -15.7595 -1.3079
H -24.2134 -14.3346 -1.2840
H -25.2379 -15.6665 -0.7508
H -23.8357 -15.8714 1.4196
H -22.8458 -14.5209 0.8052
H -24.5172 -14.2670 1.2248
C -15.5521 -23.2788 -0.4228
C -16.7591 -22.7430 -1.1739
C -18.1345 -22.6500 -0.3232
C -18.1008 -21.7748 0.9456
C -19.3823 -21.8636 1.7069
C -19.3983 -21.0746 3.0004
H -15.2322 -22.6507 0.4484
H -14.6691 -23.3305 -1.0721
H -15.8196 -24.2414 0.0003
H -16.5759 -21.7552 -1.6284
H -16.9443 -23.3450 -2.0600
H -18.4122 -23.6962 -0.0756
H -18.9607 -22.3200 -0.9830
H -17.2848 -22.1666 1.5914
H -17.8286 -20.7844 0.5730
H -20.2191 -21.6271 1.0532
H -19.5973 -22.9243 1.9762
H -19.2050 -20.0055 2.8630
H -20.4181 -21.2359 3.4044
H -18.7481 -21.5312 3.7463
C -25.6967 -18.0840 6.6565
C -26.2121 -17.5308 5.2676
C -25.1425 -17.3907 4.1840
C -24.4266 -18.7040 3.8881
C -23.7271 -18.6591 2.5683
C -23.2521 -20.0049 2.0435
H -26.3184 -17.8239 7.5402
H -24.6588 -17.7371 6.7974
H -25.5943 -19.1713 6.6021
H -27.0570 -18.1169 4.9295
H -26.6595 -16.5388 5.4291
H -24.4081 -16.6446 4.4560
H -25.6005 -17.0537 3.2447
H -23.7023 -18.9263 4.6668
H -25.1347 -19.5271 3.8813
H -24.3760 -18.2321 1.8229
H -22.8215 -18.0882 2.6421
H -22.3535 -20.3211 2.5204
H -23.9800 -20.7868 2.1135
H -23.0067 -19.9929 0.9784
```

Results
E_HOMO = -10.6598 eV
Energy relative to the best compared isomer or geometry (same formula, charge and spin) = 4.6 kJ/mol
Largest force on an atom = 0.0491 hartree/bohr
Kohn-Sham gap = 11.442 eV
E_LUMO = 0.782 eV
Structure (SMILES) = CCCCCC.CCCCCC.CCCCCC.CCCCCC.CCCCCC.CCCCCC.CCCCCC.CCCCCC.CCCCCC.CCCCCC.CCCCCC